Entry 1:
The following is a quantum chemistry calculation of a structure of composition C17H29N5O5SV, from OMol25.

XYZ file:
```
58
Properties=species:S:1:pos:R:3:forces:R:3:mulliken_spin:R:1
V -0.287 -0.411 0.087 1.55 -2.34 1.65 1.084
O 1.818 -0.475 0.570 -0.64 -0.03 -0.13 -0.015
C 2.762 -1.112 -0.321 0.16 0.02 -0.51 0.007
C 2.944 -0.306 -1.612 -0.13 -0.09 0.12 -0.001
N 1.694 -0.034 -2.296 0.00 0.08 0.19 -0.008
C 1.011 -1.098 -2.993 -0.35 -0.23 0.32 -0.002
C -0.204 -1.523 -2.130 -0.15 0.04 -2.27 -0.011
O -1.343 -1.347 -2.519 0.29 -0.15 0.43 0.012
O 0.120 -1.941 -0.922 -0.27 0.02 0.78 0.018
C 1.271 1.303 -2.582 -0.29 -0.20 0.20 -0.003
C -0.106 1.659 -1.959 0.85 1.16 -2.13 0.007
O -0.860 2.458 -2.405 -0.03 -0.42 0.64 -0.009
O -0.325 0.939 -0.838 -0.72 2.25 -0.76 -0.031
H 2.181 0.411 0.824 0.14 0.03 0.35 -0.004
H 2.364 -2.096 -0.541 0.01 -0.04 0.08 -0.001
H 3.720 -1.225 0.187 -0.06 0.08 0.10 0.000
H 3.623 -0.871 -2.258 0.07 0.03 0.02 0.000
H 3.422 0.645 -1.373 0.00 0.01 -0.04 0.000
H 1.661 -1.958 -3.157 0.08 0.04 0.01 0.000
H 0.611 -0.755 -3.947 0.09 -0.04 -0.05 -0.001
H 1.159 1.499 -3.651 0.01 0.04 0.01 -0.002
H 1.971 2.030 -2.166 0.05 -0.02 -0.04 0.000
C -2.499 -2.307 0.329 0.11 -0.29 0.16 0.001
C -1.415 -2.851 1.295 -0.21 -0.04 -0.13 0.002
N -0.488 -1.756 1.696 0.07 -0.67 0.55 -0.013
C -0.834 -1.151 3.009 -0.03 0.39 0.10 0.002
C -0.474 0.329 2.972 0.00 -0.40 0.13 0.005
N -0.807 0.871 1.638 -0.07 0.49 0.59 -0.018
C -2.230 1.243 1.413 -0.23 -0.13 -0.05 0.002
C -3.056 0.013 1.044 0.06 0.25 0.20 0.005
N -2.303 -0.853 0.094 -0.37 0.04 -0.12 -0.026
H -3.502 -2.494 0.710 -0.02 0.09 -0.01 0.000
H -2.405 -2.812 -0.628 -0.03 0.08 -0.05 -0.001
H -0.846 -3.619 0.780 0.07 0.04 0.02 0.000
H -1.856 -3.308 2.180 0.01 0.05 0.02 0.000
H 0.447 -2.151 1.776 -0.02 -0.01 -0.01 0.001
H -0.312 -1.647 3.827 0.00 -0.07 -0.04 0.000
H -1.897 -1.280 3.188 -0.02 -0.09 -0.04 0.000
H 0.601 0.454 3.112 -0.01 0.11 -0.07 -0.003
H -0.986 0.869 3.769 0.01 0.07 -0.04 -0.001
H -0.247 1.722 1.524 0.04 -0.05 0.02 0.004
H -2.259 1.960 0.592 0.09 0.02 0.03 0.000
H -2.653 1.722 2.297 0.04 0.03 0.00 0.000
H -4.005 0.329 0.610 0.00 -0.07 -0.05 0.000
H -3.294 -0.566 1.932 -0.01 -0.08 -0.03 0.000
H -2.607 -0.664 -0.863 0.05 -0.06 -0.02 -0.001
S 2.254 2.376 1.438 -0.42 -0.12 -0.32 0.001
C 3.309 3.390 2.308 0.15 0.04 0.09 0.000
N 4.440 2.884 2.858 -0.06 0.28 0.04 0.000
C 5.334 3.621 3.560 0.11 0.02 0.06 0.000
C 5.125 4.952 3.747 -0.05 0.10 0.00 0.000
C 3.972 5.531 3.192 0.01 -0.10 -0.02 0.000
C 3.079 4.764 2.484 0.07 -0.03 0.05 0.000
H 4.611 1.897 2.729 -0.01 -0.06 -0.02 0.000
H 6.197 3.098 3.945 -0.03 -0.05 -0.02 0.000
H 5.832 5.542 4.310 0.03 -0.04 -0.01 0.000
H 3.788 6.590 3.318 0.00 0.00 0.01 0.000
H 2.190 5.188 2.045 0.00 0.01 0.00 0.000
```
Forces are in eV/Å.

- Energy above the lowest of the compared OMol25 structures with the same formula, charge and spin: 0.8675 eV
- Spin multiplicity: 2
- Maximum force: 3.3 eV/A
- Kohn-Sham gap (spin up / spin down): 0.22980 / 0.25363 Ha
- Charge: +2
- Electronic energy: -72298.819 eV
- LUMO energy (spin up / spin down): -7.49 / -6.84 eV
- ⟨S²⟩: 0.7614


Entry 2:
The following is a quantum chemistry calculation of the molecule C3H4N2S, from OMol25.

XYZ file:
```
10
Properties=species:S:1:pos:R:3:forces:R:3:mulliken_spin:R:1
C -1.042 0.326 -0.906 -0.70 0.40 -0.78 0.662
C 1.040 0.864 0.029 1.49 0.49 0.98 0.528
C -0.573 -1.415 0.566 3.27 -0.31 2.00 0.127
N -1.289 -0.719 -0.330 -2.16 0.82 -1.76 0.230
N 1.355 1.986 -0.341 -0.50 -0.43 -0.17 0.180
S 1.253 -0.515 0.874 -0.76 -1.15 0.25 0.087
H -1.627 0.861 -1.624 -0.81 0.13 -0.56 0.109
H -1.013 -1.421 1.558 -0.09 -0.10 0.02 -0.008
H -0.314 -2.412 0.226 -0.04 -0.10 0.04 -0.007
H 2.210 2.445 -0.050 0.30 0.25 -0.01 0.092
```
Forces are in eV/Å.

- Energy above the lowest of the compared OMol25 structures with the same formula, charge and spin: 2.6386 eV
- Spin multiplicity: 3
- Maximum force: 3.8 eV/A
- Kohn-Sham gap (spin up / spin down): 0.22266 / 0.29919 Ha
- Charge: 0
- Electronic energy: -16985.080 eV
- LUMO energy (spin up / spin down): 0.79 / -1.33 eV
- ⟨S²⟩: 2.0118


Entry 3:
The following is a quantum chemistry calculation of a structure of composition C29H45EuNSSi, from OMol25.

XYZ file:
```
78
Properties=species:S:1:pos:R:3:forces:R:3:mulliken_spin:R:1
C 3.561 -0.848 2.239 0.50 -0.31 0.19 0.000
C 4.530 -1.947 1.776 -0.31 -0.05 -0.73 0.000
C 4.545 -2.046 0.234 0.65 0.20 0.91 0.000
C 5.635 -1.134 -0.356 -0.41 -0.28 -0.52 0.000
C 5.241 -0.448 -1.672 0.16 0.12 0.55 0.000
C 4.565 0.927 -1.468 0.16 -0.91 -0.68 0.000
C 3.059 0.824 -1.729 0.19 0.99 0.19 0.001
C 2.252 2.006 -1.145 -0.12 -0.50 -0.02 0.002
C 1.215 1.594 -0.085 0.50 0.18 -0.43 -0.003
C -0.057 2.441 -0.096 0.95 -0.52 0.32 -0.006
C 0.254 3.938 -0.040 -0.74 -0.56 -0.63 0.001
C -0.979 4.815 0.160 0.60 0.54 0.80 0.000
C -1.799 4.554 1.436 -0.35 0.13 -0.45 0.000
C -3.329 4.586 1.166 0.64 -1.13 0.59 0.000
C -3.685 3.140 0.882 -0.05 2.41 -0.41 0.000
C -4.333 2.368 1.780 -0.87 -1.98 0.89 0.000
C -4.558 1.018 1.480 -0.24 0.85 1.31 0.000
C -4.125 0.504 0.300 -0.32 -1.96 -0.18 -0.002
C -3.505 1.278 -0.600 0.55 2.23 -0.93 -0.002
C -3.299 2.620 -0.310 0.39 -1.12 -1.66 0.001
N -3.045 0.730 -1.849 1.03 -1.16 -0.36 0.005
C -2.282 -0.486 -1.660 1.61 0.62 -1.06 0.024
C -0.990 -0.715 -2.268 -1.31 0.05 0.88 0.041
C -0.297 -1.888 -2.012 0.97 1.01 -1.08 0.022
C -0.820 -2.842 -1.203 0.50 -0.74 0.05 0.000
C -2.042 -2.683 -0.585 -0.64 0.17 0.25 0.000
Si -2.572 -4.141 0.565 0.29 -0.95 0.74 0.001
C -3.633 -3.663 2.028 -0.44 0.42 -0.85 0.000
C -0.954 -4.806 1.283 -0.64 0.95 -0.23 0.000
C -3.279 -5.496 -0.509 0.38 0.43 -0.13 0.000
C -2.740 -1.495 -0.851 -1.17 -0.10 0.77 -0.002
S -4.321 -1.202 -0.100 -0.35 -0.52 -0.02 0.000
H 3.272 -0.207 1.410 0.00 0.16 -0.13 0.000
H 4.033 -0.227 2.994 -0.19 0.14 0.21 0.000
H 2.662 -1.295 2.650 -0.21 0.09 0.12 0.000
H 5.542 -1.747 2.112 0.16 0.02 0.14 0.000
H 4.257 -2.915 2.183 -0.13 -0.06 0.25 0.000
H 3.555 -1.763 -0.113 -0.19 -0.13 -0.28 0.000
H 4.762 -3.073 -0.041 -0.20 -0.18 -0.32 0.000
H 5.922 -0.390 0.381 0.08 0.21 0.05 0.000
H 6.513 -1.746 -0.546 0.19 -0.05 0.14 0.000
H 4.550 -1.095 -2.211 0.00 -0.17 -0.19 0.000
H 6.127 -0.363 -2.294 0.08 0.19 -0.12 0.000
H 5.024 1.595 -2.192 -0.14 0.47 0.11 0.000
H 4.763 1.307 -0.471 0.00 0.07 0.19 0.000
H 2.705 -0.127 -1.342 -0.20 -0.15 0.03 -0.001
H 2.933 0.851 -2.811 -0.08 -0.42 -0.26 0.000
H 2.953 2.715 -0.716 0.00 0.28 -0.03 0.000
H 1.749 2.533 -1.963 -0.11 0.12 -0.10 0.000
H 1.691 1.663 0.890 -0.06 -0.05 0.24 0.000
H 0.990 0.539 -0.245 -0.28 -0.13 0.14 -0.001
H -0.606 2.147 -1.009 -0.25 0.30 -0.17 0.008
H -0.641 2.099 0.753 -0.41 0.13 -0.01 0.000
H 1.036 4.108 0.695 -0.05 0.11 0.27 0.000
H 0.669 4.202 -1.010 0.33 0.21 -0.01 0.000
H -0.622 5.840 0.242 0.01 0.20 -0.21 0.000
H -1.586 4.811 -0.740 -0.20 -0.16 -0.11 0.000
H -1.602 3.562 1.823 0.29 -0.14 0.21 0.000
H -1.509 5.245 2.220 -0.03 0.22 0.01 0.000
H -3.860 4.871 2.066 -0.17 0.45 -0.04 0.000
H -3.574 5.210 0.314 -0.16 0.32 0.08 0.000
H -4.640 2.768 2.730 -0.15 0.06 0.19 0.000
H -5.045 0.344 2.164 -0.13 0.07 0.32 0.000
H -2.796 3.245 -1.033 -0.01 0.07 -0.10 -0.001
H -2.421 1.438 -2.220 -0.03 0.58 0.49 -0.007
H -0.556 0.057 -2.919 3.21 -3.80 7.13 -0.114
H 0.679 -1.993 -2.463 0.16 -0.20 0.06 0.001
H -0.205 -3.712 -1.035 -0.09 -0.24 0.13 0.000
H -3.664 -4.424 2.799 0.31 -0.11 0.12 0.000
H -4.658 -3.522 1.694 -0.22 -0.02 -0.01 0.000
H -3.333 -2.695 2.417 0.19 0.03 0.37 0.000
H -0.423 -5.468 0.611 0.20 -0.20 0.08 0.000
H -0.346 -3.944 1.552 0.37 -0.04 0.01 0.000
H -1.219 -5.281 2.222 0.10 -0.40 0.02 0.000
H -2.510 -5.771 -1.231 0.04 0.00 -0.20 0.000
H -3.415 -6.379 0.107 -0.29 -0.10 0.15 0.000
H -4.183 -5.247 -1.054 -0.23 -0.08 0.04 0.000
Eu -1.186 0.734 -4.165 -3.63 3.77 -7.12 7.033
```
Forces are in eV/Å.

- Spin multiplicity: 8
- Maximum force: 8.8 eV/A
- Kohn-Sham gap (spin up / spin down): 0.18162 / 0.18932 Ha
- Charge: +2
- Electronic energy: -70316.120 eV
- LUMO energy (spin up / spin down): -8.70 / -8.49 eV
- ⟨S²⟩: 15.7604


Entry 4:
The following is a quantum chemistry calculation of the ion C10H15N2 with charge +1, from OMol25.

XYZ file:
```
27
Properties=species:S:1:pos:R:3:forces:R:3:mulliken_charge:R:1
C -0.386 2.970 -0.314 -2.13 -0.30 -0.28 -1.146
C -0.869 1.764 0.146 0.46 2.14 -0.57 0.003
N -2.032 1.743 0.982 -0.29 2.76 1.62 -0.071
C -2.810 0.685 1.268 0.38 1.38 1.12 -0.278
C -2.408 -0.512 0.735 -2.85 -2.95 -1.24 -0.795
C -1.337 -0.639 -0.200 0.35 -1.64 0.78 1.016
N -1.098 -1.814 -0.852 -0.04 0.83 -0.01 -0.291
C -1.829 -3.110 -0.774 0.78 0.67 3.34 -0.853
C -0.307 0.457 -0.186 -1.35 -1.43 -0.09 1.021
C 0.972 0.093 -0.264 0.83 0.76 -0.58 -0.524
C 2.193 0.948 -0.133 -1.20 0.88 3.42 -0.288
C 3.309 0.109 0.433 1.92 -1.65 1.22 -1.075
H -0.967 3.937 -0.178 0.76 -1.41 0.44 0.289
H 0.275 3.073 -1.177 0.32 -0.55 0.69 0.324
H -2.196 2.671 1.495 0.10 -2.00 -1.22 0.308
H -3.710 0.900 2.021 2.14 -0.82 -2.00 0.328
H -3.201 -1.379 0.780 1.90 1.83 0.14 0.072
H -0.309 -1.863 -1.516 -0.68 0.45 0.72 0.286
H -2.024 -3.493 -1.708 -0.73 -0.45 -2.23 0.347
H -1.228 -3.884 -0.252 0.16 0.66 -0.27 0.329
H -2.714 -3.050 -0.127 0.11 0.26 -0.69 0.266
H 1.254 -0.932 -0.520 -0.48 0.17 0.21 0.182
H 2.454 1.241 -1.071 0.68 1.14 -2.92 0.384
H 2.021 1.931 0.470 0.04 -1.72 -0.99 0.341
H 2.898 -0.935 0.557 0.66 0.96 0.52 0.266
H 3.770 0.471 1.434 -0.99 -0.64 -1.75 0.280
H 4.166 -0.085 -0.276 -0.82 0.68 0.63 0.280
```
Forces are in eV/Å.

- Energy above the lowest of the compared OMol25 structures with the same formula, charge and spin: 3.1351 eV
- Spin multiplicity: 1
- Maximum force: 4.3 eV/A
- Kohn-Sham gap: 0.28042 Ha
- Charge: +1
- Electronic energy: -13584.936 eV
- SMILES: C=c1[nH]ccc(=[NH+]\C)/c1=C/CC
- LUMO energy: -4.44 eV


> Which formula does entry 2 have?

C3H4N2S